Entry from the Open Molecules 2025 dataset: a 3-piece molecular cluster, C5H11N2O overall at a distorted geometry (wB97M-V/def2-TZVPD).

HOMO level   -14.5 eV
Molar mass   115.16 g/mol
Strongest force on any atom   4.530 eV Å⁻¹
Energy relative to the best compared isomer or geometry (same formula, charge and spin)   497.8 kJ/mol

Structure (ORCA input):
```
! wB97M-V def2-TZVPD RIJCOSX def2/J DEFGRID3
* xyz 1 1
C -1.719 0.775 1.031
C 1.263 -1.387 -0.543
C 0.688 -2.069 0.759
C 1.122 -0.721 0.718
C -2.564 0.199 -1.154
N -1.707 0.217 -0.012
N 1.126 0.429 1.227
O -1.429 1.017 2.117
H 3.265 3.436 -1.054
H 2.101 -1.867 -0.861
H 0.543 -1.104 -1.371
H -0.386 -2.177 0.875
H 1.202 -2.653 1.472
H -1.927 -0.294 -1.953
H -3.205 -0.539 -0.935
H -3.065 1.037 -1.509
H 2.937 3.965 -1.361
H 1.300 1.086 0.528
H 0.456 0.649 2.025
*
```

natural (NBO) atomic charge list, values in e, 4 entries: number 1, C, carries 0.86; number 2, C, carries -0.45; number 3, C, carries -0.46; number 4, C, carries 0.48